Density functional theory data (ωB97M-V/def2-TZVPD) for a 2-piece molecular cluster, C2ClNOS overall at a distorted geometry.

Structure (XYZ):
```
6
Properties=species:S:1:pos:R:3:lowdin_charge:R:1
Cl 0.18576 -1.79536 -2.16921 0.779
S -1.68370 0.24144 -0.09494 0.677
O 0.68299 -2.13451 0.33766 0.095
N 0.38669 2.11139 0.29188 0.065
C -0.51734 1.44499 0.06387 -0.828
C 0.15087 -1.55727 -0.52247 -0.787
```

DFT total energy, Eh: -1064.498307
Energy relative to the best compared isomer or geometry (same formula, charge and spin), kJ/mol: 180.9
Gap between HOMO and LUMO (alpha / beta), Ha: 0.266 / 0.265